Entry 1:
A molecular structure, C37H38BIrN4O6P2S. Source: OMol25; level of theory: ωB97M-V/def2-TZVPD.

The expectation value of S² is 0.76. For the LUMO energy (alpha / beta), the calculation gives -4.04 / -5.35 eV. The electronic energy is -90154.284 eV. For the HOMO energy (alpha / beta), the calculation gives -10.097 / -10.095 eV. The value obtained for the largest force on an atom is 0.0094 hartree/bohr. Its HOMO-LUMO gap (alpha / beta) is 0.2226 / 0.1745 Ha. As for the spin multiplicity: 2. The total charge is +1.

Each line ends with the Mulliken charge.
Cartesian coordinates (Å):
Ir: -0.25 -0.12 -1.40  2.210
C: -0.67 -1.41 2.25  -1.646
C: -0.86 0.10 2.13  -0.667
P: -1.30 0.72 0.48  -0.247
C: -1.12 2.52 0.55  0.100
C: -0.64 3.17 1.69  -0.471
C: -0.48 4.55 1.70  -0.601
C: -0.81 5.29 0.57  -0.674
C: -1.29 4.65 -0.57  -0.759
C: -1.45 3.28 -0.58  -0.252
C: -3.07 0.36 0.37  0.882
C: -3.51 -0.82 -0.22  -0.182
C: -4.86 -1.14 -0.20  -0.952
C: -5.76 -0.28 0.41  -0.611
C: -5.32 0.89 1.01  -0.758
C: -3.97 1.21 0.99  -0.653
P: 1.11 -1.95 2.07  0.593
C: 0.89 -3.67 2.66  0.593
C: 1.48 -4.17 3.82  -0.521
C: 1.31 -5.51 4.16  -0.724
C: 0.56 -6.35 3.36  -0.514
C: -0.02 -5.86 2.20  -0.744
C: 0.15 -4.53 1.85  -0.411
C: 1.87 -1.12 3.52  0.650
C: 3.22 -0.80 3.41  -0.690
C: 3.89 -0.19 4.46  -0.737
C: 3.21 0.13 5.63  -0.435
C: 1.86 -0.17 5.75  -0.811
C: 1.20 -0.80 4.70  -0.070
H: -1.25 -1.96 1.51  0.657
H: -1.04 -1.73 3.23  0.895
H: 0.02 0.64 2.49  0.230
H: -1.71 0.43 2.73  0.823
H: -0.37 2.61 2.57  0.398
H: -0.10 5.04 2.58  0.459
H: -0.68 6.36 0.57  0.421
H: -1.55 5.23 -1.44  0.450
H: -1.82 2.79 -1.47  0.471
H: -2.80 -1.51 -0.68  0.386
H: -5.20 -2.07 -0.64  0.450
H: -6.81 -0.53 0.43  0.409
H: -6.03 1.55 1.49  0.442
H: -3.62 2.13 1.46  0.403
H: 2.06 -3.52 4.45  0.371
H: 1.78 -5.89 5.06  0.407
H: 0.43 -7.39 3.63  0.382
H: -0.60 -6.51 1.56  0.410
H: -0.28 -4.16 0.92  0.247
H: 3.74 -1.03 2.49  0.344
H: 4.95 0.04 4.37  0.417
H: 3.74 0.61 6.44  0.391
H: 1.33 0.07 6.66  0.438
H: 0.15 -1.05 4.83  0.356
O: 0.49 -1.35 -3.00  -0.389
S: 1.17 -2.09 -1.85  0.616
O: 1.59 -3.41 -2.10  -0.610
O: -0.05 -2.00 -0.83  -0.234
O: 2.13 -1.12 -1.27  -0.428
O: 1.71 2.07 -1.25  -0.318
B: 1.24 1.01 -0.51  1.097
O: 1.70 0.98 0.78  0.284
C: 2.48 2.13 0.88  0.492
C: 3.14 2.61 1.98  -0.759
C: 3.82 3.81 1.80  -0.831
C: 3.83 4.48 0.58  -0.639
C: 3.15 3.97 -0.53  -1.149
C: 2.49 2.78 -0.34  0.598
H: 3.13 2.08 2.92  0.461
H: 4.36 4.24 2.64  0.463
H: 4.37 5.41 0.48  0.420
H: 3.15 4.47 -1.49  0.556
C: 1.07 -0.29 -6.49  -1.298
C: -0.33 -0.67 -6.95  0.909
C: -0.70 -2.08 -6.49  -1.300
C: -1.37 0.37 -6.53  -1.178
N: -1.51 0.46 -5.07  0.714
C: -2.23 -0.30 -4.23  -0.222
N: -1.99 0.13 -3.02  -0.332
N: -1.08 1.12 -3.14  0.275
N: -0.77 1.32 -4.37  -1.184
H: 1.80 -1.01 -6.88  0.432
H: 1.15 -0.31 -5.41  0.117
H: 1.36 0.70 -6.85  0.373
H: -0.36 -0.65 -8.05  0.318
H: -0.60 -2.17 -5.40  0.115
H: -0.03 -2.81 -6.93  0.432
H: -1.72 -2.35 -6.78  0.363
H: -2.36 0.13 -6.93  0.456
H: -1.09 1.36 -6.87  0.369
H: -2.88 -1.10 -4.52  0.457

=====

Entry 2:
C4H7NO in the gas phase. Source: OMol25; level of theory: ωB97M-V/def2-TZVPD.

For the LUMO energy, the calculation gives 0.98 eV. The electronic energy is -7796.267 eV. For the HOMO energy, the calculation gives -9.244 eV. The value obtained for the largest force on an atom is 0.0621 hartree/bohr. Its HOMO-LUMO gap is 0.3758 Ha. The structure (SMILES) is O=CN1CCC1. The total charge is 0.

Each line ends with the Mulliken charge.
Cartesian coordinates (Å):
O: -1.63 -0.53 -1.52  -0.547
C: -0.64 0.15 -1.70  0.077
N: -0.12 0.79 -0.62  -0.287
C: -0.91 -0.15 0.69  -0.461
C: 0.53 -0.55 0.96  -0.377
C: 1.13 0.58 0.13  -0.461
H: -0.26 0.32 -2.72  0.398
H: -1.33 0.70 1.20  0.318
H: -1.63 -1.01 0.74  0.229
H: 0.81 -0.61 2.01  0.352
H: 0.73 -1.51 0.48  0.226
H: 2.05 0.33 -0.40  0.272
H: 1.29 1.47 0.73  0.260

=====

Entry 3:
2 unconnected molecules or ions with the total composition C3H11N3. Source: OMol25; level of theory: ωB97M-V/def2-TZVPD.

For the LUMO energy (alpha / beta), the calculation gives 0.30 / -0.53 eV. The electronic energy is -7754.161 eV. For the HOMO energy (alpha / beta), the calculation gives -7.326 / -6.549 eV. The value obtained for the largest force on an atom is 0.0885 hartree/bohr. Its HOMO-LUMO gap (alpha / beta) is 0.2801 / 0.2212 Ha. The total charge is 0.

Each line ends with the Mulliken charge.
Cartesian coordinates (Å):
C: 1.08 -1.52 0.17  -0.887
C: 1.12 1.86 -0.16  -0.848
C: 0.59 -0.49 -0.90  -0.583
N: -2.64 -0.35 0.84  0.018
N: -1.98 0.64 1.01  -0.469
N: 0.18 0.83 -0.54  -0.391
H: 1.88 -1.16 0.71  0.285
H: 0.23 -1.77 0.90  0.201
H: 1.40 -2.53 -0.29  0.307
H: 0.55 2.71 0.40  0.270
H: 2.07 1.60 0.29  0.285
H: 1.34 2.29 -1.16  0.289
H: 1.48 -0.54 -1.49  0.402
H: -0.28 -0.83 -1.52  0.287
H: -2.73 -0.65 -0.10  0.234
H: -3.28 -0.76 1.54  0.237
H: -1.00 0.66 0.31  0.363

=====

Entry 4:
2 unconnected molecules or ions with the total composition C18H15Cl2NO4S. Source: OMol25; level of theory: ωB97M-V/def2-TZVPD.

For the LUMO energy, the calculation gives -3.07 eV. The electronic energy is -64461.236 eV. For the HOMO energy, the calculation gives -5.597 eV. The value obtained for the largest force on an atom is 0.0615 hartree/bohr. Its HOMO-LUMO gap is 0.0929 Ha. The total charge is 0.

Each line ends with the Mulliken charge.
Cartesian coordinates (Å):
O: -8.87 -1.43 -0.49  -0.591
N: -8.29 -0.35 -0.43  0.957
O: -8.87 0.73 -0.54  -0.591
C: -6.84 -0.34 -0.23  -0.017
C: -6.16 0.86 -0.15  -0.466
C: -4.79 0.86 0.06  -0.302
C: -4.12 -0.33 0.20  0.057
S: -2.35 -0.35 0.53  0.934
C: -1.63 -0.57 -1.08  -0.579
Cl: 0.04 -0.25 -1.26  -0.160
O: -2.03 1.03 1.02  -0.632
O: -2.08 -1.65 1.25  -0.629
C: -4.80 -1.53 0.12  -0.381
C: -6.16 -1.53 -0.09  -0.462
H: -6.72 1.77 -0.24  0.464
H: -4.25 1.79 0.15  0.478
H: -2.19 -0.93 -1.91  0.430
H: -4.25 -2.45 0.25  0.423
H: -6.72 -2.45 -0.14  0.465
Cl: 4.46 4.52 3.07  -0.183
C: 4.31 3.10 2.13  0.421
C: 4.31 1.85 2.75  -0.847
C: 4.22 0.70 2.00  -0.431
C: 4.12 0.76 0.58  0.816
C: 4.06 -0.40 -0.22  0.915
C: 3.91 -0.41 -1.72  -0.681
C: 3.99 -1.90 -2.12  -0.705
C: 4.17 -2.62 -0.82  -0.407
C: 4.20 -1.75 0.21  -0.776
C: 4.10 2.05 -0.02  -0.325
C: 4.20 3.19 0.74  -0.866
H: 4.39 1.81 3.82  0.413
H: 4.21 -0.25 2.48  0.310
H: 2.95 0.04 -2.00  0.295
H: 4.70 0.19 -2.19  0.411
H: 3.08 -2.24 -2.63  0.303
H: 4.83 -2.10 -2.80  0.312
H: 4.30 -3.69 -0.73  0.450
H: 4.34 -2.04 1.24  0.395
H: 4.02 2.13 -1.09  0.373
H: 4.20 4.16 0.29  0.406

=====

Entry 5:
C4H7NO in the gas phase. Source: OMol25; level of theory: ωB97M-V/def2-TZVPD.

For the LUMO energy, the calculation gives 0.82 eV. The electronic energy is -7796.804 eV. For the HOMO energy, the calculation gives -8.976 eV. The value obtained for the largest force on an atom is 0.0166 hartree/bohr. Its HOMO-LUMO gap is 0.3599 Ha. The structure (SMILES) is O[C@]12CC[C@H]1N2. The total charge is 0.

Each line ends with the Mulliken charge.
Cartesian coordinates (Å):
O: 0.85 1.09 -1.55  -0.548
C: 0.55 0.44 -0.38  0.600
C: 0.65 -1.06 -0.13  -0.621
C: -0.72 -0.95 0.63  -0.551
C: -0.72 0.55 0.36  -0.459
N: 0.56 1.11 0.90  -0.647
H: -0.03 1.18 -1.91  0.380
H: 0.60 -1.64 -1.05  0.253
H: 1.51 -1.37 0.47  0.277
H: -1.52 -1.46 0.09  0.260
H: -0.72 -1.22 1.68  0.291
H: -1.57 1.22 0.21  0.472
H: 0.55 2.11 0.67  0.293

=====

Entry 6:
A molecular structure, C37H32N2OP2S2Zn. Source: OMol25; level of theory: ωB97M-V/def2-TZVPD.

For the LUMO energy, the calculation gives -5.53 eV. The electronic energy is -132569.936 eV. For the HOMO energy, the calculation gives -13.680 eV. The value obtained for the largest force on an atom is 0.0098 hartree/bohr. Its HOMO-LUMO gap is 0.2996 Ha. The total charge is +2.

Each line ends with the Mulliken charge.
Cartesian coordinates (Å):
Zn: 0.14 -0.13 -0.61  1.666
O: -1.06 -2.34 2.62  -0.708
S: -0.31 -1.29 1.91  0.898
C: 1.28 -1.09 2.69  -0.205
C: 1.39 -1.39 4.03  -0.348
C: 2.64 -1.36 4.63  -0.817
C: 3.76 -1.05 3.87  -0.882
C: 3.64 -0.79 2.51  -0.339
C: 2.40 -0.81 1.89  0.259
P: 2.30 -0.73 0.07  0.178
C: 3.62 0.36 -0.48  0.901
C: 4.01 1.47 0.26  -0.073
C: 4.99 2.32 -0.24  -0.919
C: 5.56 2.07 -1.48  -0.586
C: 5.16 0.97 -2.23  -0.724
C: 4.19 0.11 -1.73  -0.902
C: 2.63 -2.39 -0.53  0.278
C: 3.85 -3.02 -0.33  -0.093
C: 4.06 -4.31 -0.80  -0.776
C: 3.04 -4.98 -1.47  -0.498
C: 1.82 -4.36 -1.67  -0.908
C: 1.61 -3.07 -1.21  -0.083
C: -1.19 0.23 2.26  1.141
C: -1.14 0.77 3.53  -0.724
C: -2.12 1.67 3.94  -0.886
C: -3.19 1.95 3.10  -1.115
C: -3.23 1.42 1.82  -0.806
C: -2.20 0.61 1.35  -0.155
P: -2.16 0.08 -0.40  0.766
C: -3.39 -1.23 -0.59  1.456
C: -3.57 -2.15 0.44  -0.405
C: -4.49 -3.18 0.29  -0.917
C: -5.23 -3.28 -0.88  -0.543
C: -5.05 -2.37 -1.91  -0.837
C: -4.14 -1.34 -1.77  -0.407
C: -2.61 1.39 -1.58  1.265
C: -2.24 1.12 -2.90  -0.840
C: -2.65 1.92 -3.94  -0.818
C: -3.44 3.03 -3.68  -0.623
C: -3.80 3.34 -2.38  -0.812
C: -3.40 2.52 -1.33  -0.565
H: 0.51 -1.69 4.59  0.673
H: 2.75 -1.59 5.68  0.444
H: 4.74 -1.03 4.34  0.479
H: 4.54 -0.58 1.94  0.454
H: 3.56 1.68 1.22  0.545
H: 5.30 3.18 0.34  0.463
H: 6.32 2.73 -1.87  0.439
H: 5.61 0.77 -3.19  0.466
H: 3.91 -0.76 -2.31  0.395
H: 4.66 -2.51 0.19  0.373
H: 5.01 -4.79 -0.64  0.449
H: 3.21 -5.98 -1.83  0.420
H: 1.02 -4.88 -2.19  0.459
H: 0.64 -2.61 -1.37  -0.060
H: -0.37 0.48 4.22  0.512
H: -2.09 2.09 4.94  0.480
H: -4.00 2.57 3.45  0.476
H: -4.09 1.61 1.20  0.713
H: -3.00 -2.08 1.35  0.167
H: -4.62 -3.89 1.09  0.472
H: -5.95 -4.08 -0.99  0.424
H: -5.63 -2.45 -2.82  0.440
H: -4.02 -0.62 -2.57  0.382
H: -1.65 0.23 -3.12  0.517
H: -2.38 1.67 -4.96  0.491
H: -3.79 3.66 -4.50  0.434
H: -4.42 4.19 -2.17  0.468
H: -3.71 2.78 -0.33  0.307
N: -0.85 4.27 0.20  -0.300
C: -0.26 3.55 -0.75  0.380
N: -0.37 3.93 -2.01  -0.272
S: 0.73 2.22 -0.32  -0.440
H: -1.30 5.15 0.00  0.238
H: -0.73 3.99 1.16  0.192
H: -0.91 4.73 -2.30  0.232
H: 0.13 3.41 -2.72  0.193